[1]
This record from the OMol25 dataset describes an isolated molecule of C7H6N4O. The level of theory is ωB97M-V/def2-TZVPD.

Structure (XYZ):
```
18
Properties=species:S:1:pos:R:3
O -2.135 -0.373 2.001
C -1.799 0.800 1.323
N -2.391 1.929 1.639
N -1.788 2.917 0.964
N -0.780 2.444 0.233
N -0.719 1.092 0.503
C 0.097 0.265 -0.244
C -0.205 -1.138 -0.206
C 0.791 -2.016 -0.767
C 1.933 -1.552 -1.258
C 2.115 -0.145 -1.401
C 1.152 0.717 -0.961
H -2.748 -0.053 2.688
H -0.893 -1.497 0.596
H 0.417 -3.076 -0.702
H 2.682 -2.279 -1.652
H 2.984 0.209 -1.920
H 1.286 1.758 -0.836
```

- HOMO energy: -9.331 eV
- Relative energy (zero: lowest compared OMol25 entry of this formula, charge and spin): 259.9 kJ/mol
- Kohn-Sham gap: 0.352 Eh

Taken from the natural (NBO) analysis, the atomic charges in e are:
1 O -0.659
2 C 0.605
3 N -0.355
4 N -0.037
5 N -0.066
6 N -0.226
7 C 0.131
8 C -0.232
9 C -0.194
10 C -0.231
11 C -0.167
12 C -0.234
13 H 0.515
14 H 0.241
15 H 0.224
16 H 0.225
17 H 0.221
18 H 0.238

***

[2]
This record from the OMol25 dataset describes the ion C7H6NO2S with charge -1. The level of theory is ωB97M-V/def2-TZVPD.

Structure (XYZ):
```
17
Properties=species:S:1:pos:R:3
C 0.037 1.535 0.208
C 1.295 1.147 0.184
C -1.265 0.872 0.099
C 2.015 -0.063 0.525
C -1.731 -0.121 -0.691
C 1.844 -1.344 0.505
C -1.213 -2.300 -0.566
N -1.511 -1.175 -1.370
O -1.656 -1.340 -2.644
O 0.621 -3.534 1.091
S 0.871 -2.560 -0.019
H -0.281 2.621 0.108
H 1.899 2.070 0.435
H -1.968 1.499 0.579
H 3.033 0.097 1.114
H -1.376 -1.944 0.511
H -1.499 -3.276 -0.921
```

- HOMO energy: -3.607 eV
- Relative energy (zero: lowest compared OMol25 entry of this formula, charge and spin): 881.4 kJ/mol
- Kohn-Sham gap: 0.258 Eh
- Charge: -1

Taken from the natural (NBO) analysis, the atomic charges in e are:
1 C -0.217
2 C -0.211
3 C -0.320
4 C -0.339
5 C 0.194
6 C -0.464
7 C -0.457
8 N 0.047
9 O -0.566
10 O -1.009
11 S 1.141
12 H 0.186
13 H 0.192
14 H 0.190
15 H 0.183
16 H 0.223
17 H 0.227

***

[3]
This record from the OMol25 dataset describes a cluster of 2 separate species, C7H6NO3 in total. The level of theory is ωB97M-V/def2-TZVPD.

Structure (XYZ):
```
17
Properties=species:S:1:pos:R:3
C -0.521 -0.883 -1.887
C 0.016 1.014 1.227
C -0.495 -1.749 -2.904
C -0.776 -0.211 -0.846
C -0.051 2.639 -0.896
C 0.509 0.101 2.341
C 0.220 -1.053 1.339
N -0.406 0.011 0.394
O 1.053 2.389 -1.120
O -0.100 2.261 1.143
O -1.121 2.999 -1.163
H 0.204 -1.492 -3.649
H -0.618 -2.823 -2.595
H 1.515 0.068 2.699
H 0.028 0.018 3.251
H 1.112 -1.530 1.053
H -0.570 -1.759 1.613
```

- HOMO energy: -2.038 eV
- Relative energy (zero: lowest compared OMol25 entry of this formula, charge and spin): 278.9 kJ/mol
- Kohn-Sham gap: 0.206 Eh
- Charge: -1

Taken from the natural (NBO) analysis, the atomic charges in e are:
1 C 0.038
2 C 0.643
3 C -0.784
4 C -0.178
5 C 1.046
6 C -0.507
7 C -0.206
8 N -0.374
9 O -0.585
10 O -0.661
11 O -0.570
12 H 0.184
13 H 0.184
14 H 0.205
15 H 0.203
16 H 0.183
17 H 0.179

***

[4]
This record from the OMol25 dataset describes a structure of composition C7H6NO4. The level of theory is ωB97M-V/def2-TZVPD.

Structure (XYZ):
```
18
Properties=species:S:1:pos:R:3
C -2.566 -1.605 -0.048
C 0.477 -0.721 0.070
C -1.323 1.207 -0.056
C -4.075 0.518 -0.003
C 0.553 -2.297 0.039
C -0.333 2.392 -0.153
C -0.782 -0.066 -0.087
N -3.243 -2.543 -0.008
O -4.461 0.326 -1.116
O 1.502 -0.055 0.111
O -2.547 1.572 -0.026
O -4.261 0.373 1.149
H -0.339 -2.555 -0.437
H 0.449 -2.647 0.993
H 1.579 -2.420 -0.381
H -0.568 3.330 0.433
H 0.597 2.140 0.134
H -0.221 2.640 -1.218
```

- HOMO energy: -5.727 eV
- Relative energy (zero: lowest compared OMol25 entry of this formula, charge and spin): 346.2 kJ/mol
- Kohn-Sham gap: 0.319 Eh
- Charge: -1

Taken from the natural (NBO) analysis, the atomic charges in e are:
1 C 0.107
2 C 0.453
3 C 0.416
4 C 1.036
5 C -0.694
6 C -0.649
7 C -0.016
8 N -0.547
9 O -0.623
10 O -0.625
11 O -0.615
12 O -0.613
13 H 0.249
14 H 0.222
15 H 0.225
16 H 0.222
17 H 0.230
18 H 0.223

***

[5]
This record from the OMol25 dataset describes a cluster of 2 separate species, C7H6NO4S in total. The level of theory is ωB97M-V/def2-TZVPD.

Structure (XYZ):
```
19
Properties=species:S:1:pos:R:3
C -2.618 0.390 -0.639
C -1.666 -0.090 -1.584
C -2.309 0.621 0.736
C -0.433 -0.341 -1.062
C -1.110 0.170 1.243
C -0.137 -0.206 0.291
C 1.138 -0.355 0.809
N 2.327 -1.769 0.020
O 3.064 -2.276 0.800
O 3.494 0.716 -0.001
O 2.190 -2.035 -1.136
O 1.765 2.386 0.559
S 2.095 1.143 -0.171
H -3.564 0.731 -0.975
H -1.898 0.238 -2.664
H -3.110 1.060 1.328
H 0.467 -0.535 -1.637
H -1.146 0.521 2.280
H 1.450 -0.367 1.805
```

- HOMO energy: -3.785 eV
- Relative energy (zero: lowest compared OMol25 entry of this formula, charge and spin): 332.9 kJ/mol
- Kohn-Sham gap: 0.266 Eh
- Charge: -1

Taken from the natural (NBO) analysis, the atomic charges in e are:
1 C -0.231
2 C -0.220
3 C -0.211
4 C -0.228
5 C -0.216
6 C -0.130
7 C -0.268
8 N 0.547
9 O -0.394
10 O -1.022
11 O -0.416
12 O -1.021
13 S 1.520
14 H 0.186
15 H 0.217
16 H 0.196
17 H 0.248
18 H 0.226
19 H 0.216

***

[6]
This record from the OMol25 dataset describes an isolated molecule of C7H6O. The level of theory is ωB97M-V/def2-TZVPD.

Structure (XYZ):
```
14
Properties=species:S:1:pos:R:3
O -2.326 1.215 -1.857
C -1.931 1.066 -0.686
C -0.718 0.334 -0.318
C -0.639 0.099 1.097
C 0.552 -0.719 1.498
C 1.645 -0.983 0.609
C 1.493 -0.565 -0.740
C 0.344 0.195 -1.172
H -2.714 1.440 0.089
H -1.499 0.432 1.597
H 0.849 -0.752 2.566
H 2.567 -1.377 0.924
H 2.273 -0.955 -1.452
H 0.104 0.571 -2.153
```

- HOMO energy: -9.545 eV
- Relative energy (zero: lowest compared OMol25 entry of this formula, charge and spin): 17.2 kJ/mol
- Kohn-Sham gap: 0.349 Eh

Taken from the natural (NBO) analysis, the atomic charges in e are:
1 O -0.532
2 C 0.393
3 C -0.178
4 C -0.158
5 C -0.207
6 C -0.202
7 C -0.195
8 C -0.171
9 H 0.131
10 H 0.219
11 H 0.214
12 H 0.221
13 H 0.222
14 H 0.243

***

[7]
This record from the OMol25 dataset describes an isolated molecule of C7H6O. The level of theory is ωB97M-V/def2-TZVPD.

Structure (XYZ):
```
14
Properties=species:S:1:pos:R:3
C -2.105 0.111 0.354
C -0.765 -0.170 0.264
C -0.268 -1.572 -0.088
C 1.126 -1.763 -0.264
C 1.655 -0.320 0.067
O 2.715 0.058 0.625
C 0.436 0.694 -0.174
C 0.589 2.045 -0.262
H -2.833 -0.725 0.480
H -2.298 1.234 0.335
H -1.236 -2.130 -0.067
H 1.549 -2.696 -0.545
H -0.242 2.794 -0.056
H 1.677 2.440 -0.670
```

- HOMO energy: -9.189 eV
- Relative energy (zero: lowest compared OMol25 entry of this formula, charge and spin): 242.9 kJ/mol
- Kohn-Sham gap: 0.331 Eh

Taken from the natural (NBO) analysis, the atomic charges in e are:
1 C -0.365
2 C -0.080
3 C -0.146
4 C -0.300
5 C 0.541
6 O -0.528
7 C -0.156
8 C -0.320
9 H 0.219
10 H 0.221
11 H 0.222
12 H 0.244
13 H 0.215
14 H 0.233

***

[8]
This record from the OMol25 dataset describes a cluster of 2 separate species, C7H6O3 in total. The level of theory is ωB97M-V/def2-TZVPD.

Structure (XYZ):
```
16
Properties=species:S:1:pos:R:3
C 0.942 1.758 -0.419
C 0.547 0.344 -0.553
C 1.519 -0.476 0.136
C -0.474 -0.170 -1.246
O -1.442 -0.420 -1.893
H 0.785 1.986 0.689
H 0.220 2.359 -0.879
H 1.797 2.038 -0.850
H 1.096 -1.458 0.355
H 1.828 0.115 1.076
H 2.372 -0.744 -0.463
O -2.462 -2.972 -0.498
C -2.207 -2.040 0.118
C -1.686 -1.049 0.726
C -1.591 -0.063 1.517
O -1.244 0.792 2.183
```

- HOMO energy: -8.379 eV
- Relative energy (zero: lowest compared OMol25 entry of this formula, charge and spin): 351.1 kJ/mol
- Kohn-Sham gap: 0.318 Eh

Taken from the natural (NBO) analysis, the atomic charges in e are:
1 C -0.581
2 C -0.344
3 C -0.602
4 C 0.724
5 O -0.485
6 H 0.215
7 H 0.214
8 H 0.213
9 H 0.216
10 H 0.213
11 H 0.217
12 O -0.428
13 C 0.775
14 C -0.692
15 C 0.784
16 O -0.440

***

[9]
This record from the OMol25 dataset describes a structure of composition C7H6O9V2. The level of theory is ωB97M-V/def2-TZVPD.

Structure (XYZ):
```
24
Properties=species:S:1:pos:R:3
O -0.370 -2.202 2.812
V -1.359 -1.045 3.255
O -2.775 -1.439 2.637
O 2.170 -1.707 4.157
V 2.141 -0.134 4.433
O 3.313 0.526 3.585
C -0.409 1.372 3.063
O 0.340 0.437 3.724
O -0.539 2.481 3.528
O -1.172 0.839 2.141
C 0.381 -1.124 -2.201
C -0.258 -0.403 -1.200
C -0.848 0.833 -1.462
C -0.710 1.369 -2.729
C 0.017 0.706 -3.714
C 0.559 -0.538 -3.454
O 1.260 -1.174 -4.467
O -1.487 1.537 -0.492
H 0.862 -2.054 -1.917
H -0.437 -0.875 -0.237
H -1.060 2.365 -2.969
H 0.196 1.147 -4.685
H 1.557 -2.044 -4.192
H -1.372 1.128 0.383
```

- HOMO energy: -7.474 eV
- Relative energy (zero: lowest compared OMol25 entry of this formula, charge and spin): 0.0 kJ/mol
- Kohn-Sham gap: 0.145 Eh

Taken from the Mulliken analysis, the atomic charges in e are:
1 O -0.536
2 V 1.342
3 O -0.526
4 O -0.546
5 V 1.781
6 O -0.545
7 C 0.865
8 O -0.672
9 O -0.544
10 O -0.688
11 C -0.711
12 C -0.306
13 C 0.351
14 C -0.368
15 C -0.608
16 C 0.816
17 O -0.541
18 O -0.507
19 H 0.262
20 H 0.315
21 H 0.378
22 H 0.387
23 H 0.275
24 H 0.324

***

[10]
This record from the OMol25 dataset describes a cluster of 2 separate species, C7H7BN2O in total. The level of theory is ωB97M-V/def2-TZVPD.

Structure (XYZ):
```
18
Properties=species:S:1:pos:R:3
N 0.080 -3.166 -0.034
C 0.308 -2.035 -0.099
C 0.718 -0.653 -0.071
C 1.179 -0.060 -1.219
C 1.795 1.191 -1.139
C 1.776 1.898 0.098
C 1.196 1.303 1.195
C 0.646 0.006 1.198
H 1.215 -0.708 -2.113
H 2.287 1.646 -2.059
H 2.201 2.833 0.338
H 1.230 1.895 2.132
H 0.288 -0.585 1.990
N -2.683 -1.169 0.262
B -3.130 -0.012 -0.459
O -3.571 1.076 -0.851
H -2.723 -2.007 -0.407
H -2.810 -1.454 1.238
```

- HOMO energy: -9.862 eV
- Kohn-Sham gap: 0.369 Eh

Taken from the natural (NBO) analysis, the atomic charges in e are:
1 N -0.331
2 C 0.288
3 C -0.159
4 C -0.190
5 C -0.185
6 C -0.203
7 C -0.197
8 C -0.163
9 H 0.234
10 H 0.230
11 H 0.225
12 H 0.218
13 H 0.229
14 N -1.188
15 B 1.174
16 O -0.841
17 H 0.421
18 H 0.437

***

no.,lowest unoccupied orbital energy (eV)
1,0.24
2,3.42
3,3.58
4,2.95
5,3.45
6,-0.05
7,-0.17
8,0.28
9,-3.52
10,0.17